(1)
The following is a quantum chemistry calculation of C31H28InNO5P as an isolated structure in a non-equilibrium geometry, from the OMol25 dataset.

Computed properties:
2S+1: 1
E: -58792.5354 eV
HOMO energy: -3.2560 eV
Kohn-Sham gap: 3.83 eV
total charge: -1
LUMO energy: 0.58 eV

Positions of all 67 atoms, in Å:
1 C -2.49 0.29 -3.30
2 C -3.24 1.02 -4.44
3 C -2.31 1.73 -5.49
4 In -0.67 3.04 -4.67
5 P -1.34 5.47 -5.24
6 N -3.04 5.57 -4.73
7 O -0.41 6.55 -4.25
8 H -1.87 0.99 -2.73
9 H -3.25 -0.10 -2.59
10 H -1.92 -0.59 -3.64
11 H -3.80 0.24 -4.99
12 H -3.96 1.74 -4.01
13 H -2.96 2.37 -6.12
14 H -1.83 0.94 -6.08
15 H 0.82 2.67 -5.64
16 H -0.34 2.84 -2.93
17 H -3.16 5.17 -3.80
18 H -3.58 4.96 -5.33
19 H -0.91 7.36 -4.24
20 C -4.34 0.46 2.76
21 C -4.73 -0.25 3.89
22 C -4.14 -1.47 4.18
23 C -3.16 -1.99 3.34
24 C -2.79 -1.28 2.19
25 C -3.37 -0.05 1.92
26 C -1.78 -1.83 1.26
27 O -1.45 -1.21 0.27
28 C -1.19 -3.16 1.55
29 C -0.28 -3.72 0.66
30 C 0.29 -4.95 0.93
31 C -0.04 -5.63 2.10
32 C -0.94 -5.08 2.99
33 C -1.53 -3.85 2.72
34 C -2.52 -3.28 3.67
35 O -2.81 -3.88 4.69
36 H -4.80 1.42 2.54
37 H -5.50 0.14 4.55
38 H -4.44 -2.02 5.06
39 H -3.07 0.51 1.04
40 H -0.03 -3.19 -0.25
41 H 0.99 -5.39 0.23
42 H 0.41 -6.59 2.31
43 H -1.20 -5.61 3.90
44 C 1.11 1.17 -1.35
45 C 2.05 2.13 -1.72
46 C 3.27 2.19 -1.06
47 C 3.56 1.29 -0.04
48 C 2.61 0.33 0.33
49 C 1.39 0.27 -0.33
50 C 2.88 -0.60 1.45
51 O 2.06 -1.44 1.78
52 C 4.18 -0.50 2.17
53 C 4.42 -1.34 3.26
54 C 5.63 -1.26 3.93
55 C 6.61 -0.35 3.51
56 C 6.36 0.48 2.43
57 C 5.14 0.42 1.77
58 C 4.88 1.35 0.63
59 O 5.74 2.14 0.28
60 H 0.17 1.12 -1.87
61 H 1.83 2.84 -2.51
62 H 4.00 2.93 -1.35
63 H 0.66 -0.47 -0.05
64 H 3.67 -2.04 3.58
65 H 5.82 -1.90 4.78
66 H 7.55 -0.30 4.03
67 H 7.12 1.19 2.12

=====

(2)
The following is a quantum chemistry calculation of C31H28N7O3S9V as an isolated structure, from the OMol25 dataset.

Computed properties:
energy above the lowest of the compared OMol25 structures with the same formula, charge and spin: 5.5 kcal per mole
2S+1: 3
E: -172381.4125 eV
HOMO energy (alpha / beta): -7.1504 / -7.1413 eV
Kohn-Sham gap (alpha / beta): 6.73 / 6.99 eV
total charge: 0
LUMO energy (alpha / beta): -0.42 / -0.16 eV

Positions of all 79 atoms, in Å:
1 V 0.10 -0.42 -0.92
2 C 3.96 -0.41 2.88
3 C 2.99 0.67 3.15
4 N 3.18 1.69 3.93
5 N 1.99 2.37 3.88
6 C 1.06 1.80 3.10
7 S -0.52 2.28 2.82
8 N 1.71 0.71 2.62
9 N 1.17 -0.16 1.67
10 H 4.81 -0.30 3.55
11 H 4.31 -0.36 1.84
12 H 3.51 -1.39 3.02
13 H 1.85 3.20 4.42
14 H 0.33 -0.57 2.07
15 H 1.83 -0.93 1.54
16 S -0.75 0.82 -2.86
17 C 0.30 1.98 -2.09
18 C 0.50 3.30 -2.51
19 C 1.42 4.07 -1.83
20 C 2.11 3.54 -0.74
21 C 1.84 2.25 -0.37
22 N 0.97 1.49 -1.04
23 H -0.04 3.67 -3.37
24 H 1.61 5.09 -2.16
25 H 2.84 4.12 -0.19
26 H 2.34 1.78 0.47
27 N -1.50 0.32 0.22
28 S -2.97 0.56 -0.36
29 C -4.11 -0.20 0.79
30 C -5.45 -0.25 0.43
31 C -6.36 -0.85 1.30
32 C -5.91 -1.40 2.50
33 C -4.56 -1.35 2.83
34 C -3.66 -0.75 1.97
35 C -3.36 2.28 -0.10
36 C -3.34 3.08 -1.23
37 C -3.55 4.45 -1.09
38 C -3.75 4.99 0.18
39 C -3.77 4.16 1.30
40 C -3.57 2.80 1.16
41 H -1.31 0.85 1.07
42 H -5.79 0.17 -0.51
43 H -7.40 -0.90 1.03
44 H -6.62 -1.87 3.17
45 H -4.22 -1.79 3.76
46 H -2.60 -0.72 2.20
47 H -3.15 2.65 -2.21
48 H -3.53 5.10 -1.96
49 H -3.91 6.05 0.29
50 H -3.93 4.59 2.28
51 H -3.59 2.15 2.03
52 O 2.41 -2.74 0.99
53 C 1.39 -3.04 0.41
54 N 0.29 -2.20 0.28
55 S -0.98 -2.97 -0.37
56 O -2.04 -3.32 0.52
57 O -1.31 -2.09 -1.50
58 C -0.10 -4.43 -0.85
59 C -0.54 -5.52 -1.56
60 C 0.37 -6.56 -1.73
61 C 1.65 -6.49 -1.18
62 C 2.06 -5.38 -0.45
63 C 1.16 -4.34 -0.29
64 H -1.54 -5.57 -1.97
65 H 0.08 -7.44 -2.29
66 H 2.33 -7.32 -1.33
67 H 3.05 -5.32 -0.02
68 C 5.35 -1.26 -1.19
69 S 4.65 0.39 -0.99
70 C 3.83 0.62 -2.53
71 C 2.78 -0.09 -3.00
72 S 1.97 -1.41 -2.20
73 S 2.20 0.42 -4.57
74 C 3.28 1.75 -4.82
75 S 3.21 2.75 -6.13
76 S 4.42 1.92 -3.54
77 H 6.04 -1.41 -0.35
78 H 5.91 -1.32 -2.12
79 H 4.57 -2.01 -1.17

=====

(3)
The following is a quantum chemistry calculation of C31H28N7O3S9V as an isolated structure in a non-equilibrium geometry, from the OMol25 dataset.

Computed properties:
energy above the lowest of the compared OMol25 structures with the same formula, charge and spin: 12.4 kcal per mole
2S+1: 3
E: -172381.1161 eV
HOMO energy (alpha / beta): -6.3166 / -6.3182 eV
Kohn-Sham gap (alpha / beta): 5.79 / 6.29 eV
total charge: 0
LUMO energy (alpha / beta): -0.52 / -0.03 eV

Positions of all 79 atoms, in Å:
1 V 0.41 -0.59 1.16
2 C 2.44 -5.38 1.48
3 C 1.10 -4.86 1.82
4 N 0.00 -5.54 1.95
5 N -0.95 -4.61 2.27
6 C -0.48 -3.36 2.29
7 S -1.25 -1.88 2.61
8 N 0.84 -3.52 2.04
9 N 1.69 -2.43 1.94
10 H 2.36 -6.45 1.33
11 H 3.15 -5.18 2.28
12 H 2.81 -4.91 0.57
13 H -1.93 -4.86 2.23
14 H 2.29 -2.53 1.10
15 H 2.23 -2.30 2.79
16 S 1.77 0.45 2.90
17 C 2.60 0.93 1.42
18 C 3.72 1.75 1.31
19 C 4.22 2.00 0.05
20 C 3.62 1.43 -1.07
21 C 2.52 0.63 -0.89
22 N 2.02 0.40 0.33
23 H 4.15 2.18 2.20
24 H 5.09 2.64 -0.07
25 H 3.99 1.63 -2.07
26 H 1.99 0.18 -1.72
27 N -0.77 1.00 1.08
28 S -0.80 2.22 2.13
29 C -2.06 3.30 1.47
30 C -2.77 4.14 2.32
31 C -3.69 5.02 1.76
32 C -3.87 5.07 0.39
33 C -3.14 4.23 -0.44
34 C -2.21 3.34 0.10
35 C -1.65 1.64 3.59
36 C -1.02 1.80 4.81
37 C -1.65 1.31 5.96
38 C -2.87 0.67 5.86
39 C -3.49 0.52 4.62
40 C -2.88 1.00 3.48
41 H -1.70 0.77 0.73
42 H -2.63 4.11 3.39
43 H -4.26 5.68 2.41
44 H -4.58 5.76 -0.04
45 H -3.27 4.27 -1.51
46 H -1.63 2.70 -0.56
47 H -0.06 2.28 4.86
48 H -1.17 1.43 6.92
49 H -3.35 0.29 6.75
50 H -4.45 0.02 4.55
51 H -3.36 0.89 2.51
52 O 2.54 -2.62 -0.79
53 C 1.39 -2.44 -1.18
54 N 0.39 -1.95 -0.36
55 S -1.10 -2.27 -1.00
56 O -1.58 -3.55 -0.52
57 O -1.96 -1.14 -0.80
58 C -0.50 -2.55 -2.62
59 C -1.21 -2.70 -3.80
60 C -0.47 -3.01 -4.93
61 C 0.91 -3.16 -4.88
62 C 1.60 -3.02 -3.68
63 C 0.87 -2.70 -2.55
64 H -2.28 -2.58 -3.83
65 H -0.98 -3.12 -5.88
66 H 1.46 -3.38 -5.79
67 H 2.68 -3.11 -3.62
68 C -0.23 0.60 -5.83
69 S 1.45 0.44 -5.18
70 C 1.53 1.83 -4.13
71 C 0.73 2.10 -3.06
72 S -0.54 1.19 -2.31
73 S 1.14 3.60 -2.25
74 C 2.52 4.07 -3.17
75 S 3.46 5.39 -2.83
76 S 2.81 2.98 -4.47
77 H -0.37 -0.22 -6.54
78 H -0.35 1.54 -6.36
79 H -0.95 0.53 -5.02

=====

(4)
The following is a quantum chemistry calculation of C31H28N7PtSSi as an isolated structure, from the OMol25 dataset.

Computed properties:
energy above the lowest of the compared OMol25 structures with the same formula, charge and spin: 0.0 kcal per mole
2S+1: 1
E: -64990.6170 eV
HOMO energy: -9.4433 eV
Kohn-Sham gap: 6.00 eV
total charge: +1
LUMO energy: -3.44 eV

Positions of all 69 atoms, in Å:
1 Pt -0.81 -0.54 -0.46
2 C -2.68 2.14 -3.22
3 C -4.01 2.02 -2.88
4 C -4.38 1.13 -1.89
5 C -3.41 0.37 -1.26
6 N -2.11 0.50 -1.60
7 C -1.75 1.37 -2.55
8 C -3.69 -0.61 -0.18
9 C -4.96 -0.92 0.27
10 C -5.11 -1.87 1.27
11 C -3.99 -2.48 1.79
12 C -2.75 -2.13 1.29
13 N -2.60 -1.21 0.34
14 H -2.35 2.83 -3.98
15 H -4.77 2.62 -3.38
16 H -5.42 1.02 -1.60
17 H -0.69 1.42 -2.74
18 H -5.82 -0.43 -0.16
19 H -6.10 -2.12 1.63
20 H -4.06 -3.23 2.57
21 H -1.84 -2.57 1.67
22 S 4.07 -0.69 5.55
23 N 3.75 -1.70 4.33
24 C 2.69 -1.21 3.71
25 C 2.07 -1.78 2.53
26 C 2.56 -2.96 1.97
27 C 1.98 -3.45 0.83
28 C 0.97 -2.71 0.25
29 N 0.49 -1.58 0.76
30 C 0.99 -1.12 1.94
31 C 0.40 0.08 2.61
32 N -0.74 0.57 2.13
33 C -1.28 1.62 2.71
34 C -0.73 2.25 3.82
35 C 0.43 1.74 4.35
36 C 1.01 0.62 3.74
37 C 2.20 -0.02 4.29
38 N 2.89 0.38 5.34
39 H 3.39 -3.47 2.45
40 H 2.32 -4.36 0.36
41 H 0.53 -3.02 -0.69
42 H -2.20 1.99 2.27
43 H -1.21 3.11 4.26
44 H 0.91 2.17 5.22
45 C 1.73 0.51 -4.23
46 Si 1.43 -0.68 -2.82
47 C 0.13 -1.89 -3.42
48 C 2.99 -1.66 -2.49
49 N 0.83 0.16 -1.41
50 C 1.44 1.32 -0.91
51 C 2.80 1.58 -1.13
52 C 3.40 2.73 -0.64
53 C 2.68 3.67 0.08
54 C 1.33 3.43 0.30
55 C 0.72 2.28 -0.19
56 H 2.22 0.00 -5.05
57 H 2.34 1.36 -3.95
58 H 0.78 0.89 -4.61
59 H 0.30 -2.07 -4.49
60 H -0.89 -1.50 -3.32
61 H 0.16 -2.87 -2.93
62 H 3.16 -2.40 -3.28
63 H 2.93 -2.19 -1.54
64 H 3.88 -1.03 -2.45
65 H 3.41 0.86 -1.66
66 H 4.46 2.89 -0.83
67 H 3.15 4.56 0.46
68 H 0.74 4.14 0.86
69 H -0.33 2.12 -0.01

=====

(5)
The following is a quantum chemistry calculation of C31H29AsF6InN4O2PS as an isolated structure, from the OMol25 dataset.

Computed properties:
energy above the lowest of the compared OMol25 structures with the same formula, charge and spin: 0.0 kcal per mole
2S+1: 2
E: -145117.4130 eV
HOMO energy (alpha / beta): -10.7439 / -10.9240 eV
Kohn-Sham gap (alpha / beta): 7.93 / 6.17 eV
total charge: +1
LUMO energy (alpha / beta): -2.82 / -4.76 eV

Positions of all 76 atoms, in Å:
1 In -0.12 -0.71 -1.41
2 C -1.89 -3.27 -4.76
3 C -0.91 -2.86 -3.70
4 O -0.95 -1.68 -3.29
5 C -0.01 -3.85 -3.22
6 C 0.96 -3.72 -2.25
7 C 1.82 -4.89 -1.92
8 N 1.16 -2.55 -1.58
9 N 2.20 -2.56 -0.78
10 C 2.44 -1.36 -0.18
11 O 1.75 -0.33 -0.41
12 C 3.55 -1.30 0.76
13 C 4.36 -2.41 0.99
14 C 5.40 -2.33 1.90
15 C 5.64 -1.13 2.58
16 C 4.83 -0.02 2.35
17 C 3.79 -0.10 1.44
18 H -2.65 -3.90 -4.30
19 H -1.40 -3.87 -5.53
20 H -2.36 -2.40 -5.21
21 H -0.10 -4.82 -3.68
22 H 1.55 -5.75 -2.52
23 H 1.71 -5.14 -0.86
24 H 2.87 -4.64 -2.07
25 H 4.17 -3.33 0.46
26 H 6.04 -3.18 2.08
27 H 6.45 -1.07 3.29
28 H 5.02 0.90 2.88
29 H 3.16 0.75 1.24
30 F -2.84 -1.50 1.15
31 P -2.18 -2.73 0.36
32 F -3.60 -3.22 -0.12
33 F -1.45 -3.82 -0.56
34 F -0.68 -2.08 0.68
35 F -2.14 -1.66 -1.01
36 F -2.13 -3.63 1.65
37 C -4.69 3.69 -0.20
38 C -4.72 2.30 -0.22
39 C -3.56 1.57 0.01
40 C -2.37 2.24 0.28
41 C -2.34 3.63 0.32
42 C -3.50 4.35 0.08
43 As -0.76 1.19 0.52
44 C -0.57 0.86 2.42
45 C -1.28 0.00 3.23
46 C -0.96 -0.08 4.58
47 C 0.06 0.69 5.11
48 C 0.78 1.56 4.29
49 C 0.46 1.65 2.94
50 C 1.14 2.54 1.97
51 C 2.20 3.39 2.27
52 C 2.76 4.18 1.28
53 C 2.28 4.12 -0.02
54 C 1.22 3.27 -0.33
55 C 0.66 2.48 0.66
56 H -5.59 4.25 -0.37
57 H -5.65 1.78 -0.40
58 H -3.59 0.49 0.00
59 H -1.41 4.15 0.55
60 H -3.47 5.43 0.12
61 H -2.08 -0.62 2.84
62 H -1.51 -0.76 5.22
63 H 0.31 0.62 6.16
64 H 1.57 2.16 4.71
65 H 2.58 3.46 3.28
66 H 3.58 4.84 1.52
67 H 2.72 4.73 -0.80
68 H 0.85 3.22 -1.35
69 N -2.76 0.51 -3.26
70 C -1.93 1.53 -3.13
71 N -2.40 2.77 -3.08
72 S -0.22 1.31 -3.05
73 H -3.76 0.63 -3.20
74 H -2.37 -0.41 -3.47
75 H -3.39 2.95 -3.10
76 H -1.79 3.51 -2.80

=====

(6)
The following is a quantum chemistry calculation of C31H29Br2IrN2O3P2S as an isolated structure, from the OMol25 dataset.

Computed properties:
energy above the lowest of the compared OMol25 structures with the same formula, charge and spin: 0.0 kcal per mole
2S+1: 2
E: -214054.3762 eV
HOMO energy (alpha / beta): -17.0473 / -17.4951 eV
Kohn-Sham gap (alpha / beta): 7.88 / 5.28 eV
total charge: +3
LUMO energy (alpha / beta): -9.17 / -12.22 eV

Positions of all 71 atoms, in Å:
1 Ir -0.64 -1.02 0.04
2 Br 5.82 -1.68 -1.48
3 C 4.01 -1.51 -1.10
4 C 3.08 -1.40 -2.13
5 C 1.74 -1.27 -1.80
6 N 1.32 -1.25 -0.53
7 C 2.22 -1.36 0.47
8 C 3.57 -1.49 0.22
9 C 1.62 -1.32 1.82
10 C 2.33 -1.43 3.00
11 C 1.64 -1.33 4.21
12 Br 2.56 -1.47 5.82
13 C 0.26 -1.13 4.20
14 C -0.38 -1.04 2.98
15 N 0.28 -1.14 1.82
16 H 3.38 -1.42 -3.17
17 H 0.98 -1.18 -2.56
18 H 4.28 -1.58 1.02
19 H 3.40 -1.60 3.00
20 H -0.30 -1.05 5.12
21 H -1.45 -0.89 2.91
22 O -4.33 -1.12 -1.20
23 S -3.12 -0.47 -0.87
24 O -2.61 -0.70 0.55
25 O -1.89 -0.87 -1.67
26 C -3.25 1.26 -1.07
27 C -4.46 1.80 -1.45
28 C -4.54 3.17 -1.69
29 C -3.41 3.97 -1.57
30 C -2.19 3.41 -1.19
31 C -2.10 2.05 -0.93
32 P -0.48 1.45 -0.38
33 C 0.70 1.87 -1.64
34 C 1.90 2.55 -1.39
35 C 2.74 2.85 -2.45
36 C 2.39 2.49 -3.74
37 C 1.19 1.83 -4.00
38 C 0.34 1.52 -2.95
39 C -0.15 2.03 1.26
40 C -1.21 2.51 2.04
41 C -0.98 2.93 3.34
42 C 0.31 2.85 3.87
43 C 1.36 2.34 3.11
44 C 1.14 1.92 1.82
45 H -5.32 1.16 -1.58
46 H -5.48 3.61 -1.99
47 H -3.47 5.03 -1.77
48 H -1.32 4.05 -1.11
49 H 2.15 2.89 -0.39
50 H 3.65 3.40 -2.26
51 H 3.04 2.75 -4.57
52 H 0.91 1.58 -5.01
53 H -0.60 1.02 -3.15
54 H -2.21 2.58 1.63
55 H -1.79 3.32 3.93
56 H 0.49 3.19 4.88
57 H 2.36 2.29 3.53
58 H 1.96 1.51 1.24
59 C 0.53 -4.28 0.49
60 P -0.79 -3.34 -0.29
61 C -0.79 -3.76 -2.04
62 C -2.35 -3.90 0.41
63 H 0.30 -5.34 0.35
64 H 0.57 -4.08 1.56
65 H 1.49 -4.07 0.03
66 H -0.92 -4.84 -2.13
67 H 0.16 -3.50 -2.50
68 H -1.60 -3.25 -2.55
69 H -2.45 -4.97 0.25
70 H -3.19 -3.39 -0.08
71 H -2.38 -3.69 1.48